[1]
{"formula": "C25H70O10", "method": "ωB97M-V with the def2-TZVPD basis set", "symbols": ["C", "C", "C", "O", "H", "H", "H", "H", "H", "H", "H", "H", "C", "C", "C", "O", "H", "H", "H", "H", "H", "H", "H", "H", "C", "C", "C", "O", "H", "H", "H", "H", "H", "H", "H", "H", "C", "C", "C", "O", "H", "H", "H", "H", "H", "H", "H", "H", "C", "C", "C", "O", "H", "H", "H", "H", "H", "H", "H", "H", "C", "C", "O", "H", "H", "H", "H", "H", "H", "C", "C", "O", "H", "H", "H", "H", "H", "H", "C", "C", "O", "H", "H", "H", "H", "H", "H", "C", "C", "O", "H", "H", "H", "H", "H", "H", "C", "C", "O", "H", "H", "H", "H", "H", "H"], "coordinates": [[8.792292, -33.688607, -14.801871], [7.570351, -33.788180, -13.889324], [7.404575, -35.037237, -12.919773], [7.585585, -32.602617, -13.071928], [9.741865, -33.598514, -14.274337], [8.679933, -32.824519, -15.456722], [8.683613, -34.541166, -15.472273], [6.657675, -33.738979, -14.483220], [6.358958, -35.010960, -12.613058], [8.048084, -35.019425, -12.040186], [7.585763, -35.974249, -13.446359], [8.480680, -32.462176, -12.754627], [8.966245, -21.453201, -19.019280], [9.800881, -21.328877, -20.234637], [11.106026, -20.623162, -19.882782], [10.131133, -22.634309, -20.637963], [7.988929, -21.851782, -19.291455], [8.830559, -20.520320, -18.472100], [9.408058, -22.086849, -18.250258], [9.289265, -20.866227, -21.078623], [11.759561, -20.563204, -20.753069], [11.553953, -21.254567, -19.115464], [10.809511, -19.621803, -19.570605], [9.284254, -23.086350, -20.645144], [5.915015, -26.752212, -14.629749], [6.373996, -26.755821, -13.196406], [6.143240, -25.461061, -12.552943], [5.668308, -27.736656, -12.463281], [4.990516, -26.183740, -14.730905], [5.732830, -27.746332, -15.037960], [6.633199, -26.279073, -15.299410], [7.440146, -26.967588, -13.115289], [6.643463, -24.711013, -13.165557], [6.559543, -25.471463, -11.545625], [5.099900, -25.152378, -12.487661], [5.958424, -28.624648, -12.684396], [12.334272, -26.441519, -15.762136], [12.317991, -27.870034, -15.115698], [13.589324, -28.757246, -15.426145], [12.184573, -27.794265, -13.663280], [12.529887, -26.438399, -16.834436], [13.106345, -25.810433, -15.321977], [11.408424, -25.940882, -15.478815], [11.426900, -28.332114, -15.540603], [13.892899, -28.720098, -16.472368], [13.337076, -29.799921, -15.233055], [14.489578, -28.517047, -14.860489], [12.099422, -28.712659, -13.397010], [1.507695, -30.957174, -15.298841], [0.814133, -30.572784, -13.995362], [-0.692320, -30.899988, -14.083238], [1.287535, -31.183383, -12.866610], [1.235934, -30.291504, -16.118060], [1.273308, -31.992730, -15.545379], [2.592320, -30.853172, -15.269303], [0.989696, -29.500940, -13.903572], [-1.160645, -30.816037, -13.102573], [-0.839862, -31.927252, -14.416529], [-1.191873, -30.239018, -14.791523], [2.073857, -30.656066, -12.707715], [11.924571, -19.779213, -13.003203], [10.472434, -20.163066, -12.654963], [10.398528, -20.389553, -11.301229], [12.118984, -19.677446, -14.070887], [12.518793, -20.547585, -12.508611], [12.155566, -18.754271, -12.712997], [10.215983, -21.130008, -13.087786], [9.764087, -19.378391, -12.920715], [10.238951, -19.542232, -10.879129], [2.379492, -26.582901, -5.982423], [2.546306, -26.727416, -7.484689], [3.913159, -27.191782, -7.700638], [1.320050, -26.511168, -5.736380], [2.903125, -25.721513, -5.567801], [2.745555, -27.487990, -5.497753], [2.447789, -25.797269, -8.044332], [1.957746, -27.454084, -8.044730], [4.040153, -27.347528, -8.639364], [7.807859, -28.226421, -20.244881], [6.549821, -27.455990, -20.744850], [6.779964, -26.084422, -21.052754], [8.606353, -28.180591, -20.985435], [7.534584, -29.245344, -19.970714], [8.198468, -27.738383, -19.351924], [5.855195, -27.469022, -19.904951], [6.191847, -27.917701, -21.665059], [5.937775, -25.707029, -21.317128], [7.643044, -23.834079, -5.967585], [8.642128, -24.921460, -6.277378], [8.006688, -26.089771, -5.793449], [6.620517, -24.060193, -6.269904], [7.933185, -22.887221, -6.422960], [7.597349, -23.674781, -4.890251], [9.598031, -24.694790, -5.805179], [8.929057, -25.006149, -7.325510], [7.255570, -26.290004, -6.356763], [2.464848, -20.861696, -16.574470], [3.529855, -20.913296, -15.525955], [3.739472, -19.600741, -15.112541], [2.775222, -20.320365, -17.468190], [1.587918, -20.268720, -16.314727], [2.154208, -21.877666, -16.818209], [4.419792, -21.449299, -15.855834], [3.206227, -21.467783, -14.645098], [3.183606, -19.500015, -14.336349]], "forces_ev_per_a": [[-1.28, -0.66, -0.49], [0.85, 0.14, 1.71], [0.08, 0.80, -1.34], [-0.78, 0.14, -0.04], [-0.02, -0.45, -0.01], [-0.02, 0.21, 0.20], [0.90, -0.27, -0.02], [0.07, 0.12, -0.08], [0.11, -0.13, 0.24], [0.07, 0.29, -0.12], [-0.05, -0.04, -0.09], [0.07, -0.12, 0.03], [-1.18, 0.51, 1.18], [1.32, 0.13, -0.02], [-0.83, -0.24, -0.74], [0.15, -0.80, -0.51], [-0.20, -0.04, 0.25], [-0.29, 0.33, -0.35], [0.25, -0.39, -0.37], [-0.19, 0.54, 0.15], [0.06, 0.01, 0.10], [0.27, 0.48, 0.18], [0.55, 0.03, 0.34], [0.08, -0.59, -0.21], [-0.06, 0.16, -0.94], [0.07, -1.26, -0.46], [0.10, 1.45, 0.63], [-0.60, -0.34, 0.73], [-0.17, -0.07, 0.08], [0.07, -0.14, 0.19], [0.17, 0.11, 0.07], [0.25, -0.11, -0.24], [0.15, 0.24, 0.23], [0.03, 0.21, -0.01], [-0.16, -0.33, -0.08], [0.15, 0.03, -0.18], [0.46, -0.49, 1.55], [1.48, 0.45, -0.26], [-0.93, 0.36, -0.35], [-0.16, 0.33, -1.36], [-0.40, -0.31, 0.04], [0.28, -0.18, 0.14], [-0.19, -0.07, -0.44], [-0.01, -0.42, 0.09], [-0.25, 0.13, -0.17], [0.03, -0.10, 0.15], [-0.33, 0.35, 0.31], [-0.02, -0.05, 0.30], [0.35, -0.30, -0.07], [-1.87, 0.73, -2.01], [0.43, 0.31, -0.06], [1.31, -0.51, 1.08], [-0.49, -0.09, 0.00], [0.04, -0.01, -0.20], [0.16, -0.11, 0.42], [-0.47, 0.42, 0.13], [0.05, 0.19, -0.03], [0.11, -0.06, -0.05], [-0.05, -0.01, 0.02], [0.44, -0.55, 0.78], [-0.81, 0.26, -0.54], [0.93, 0.28, -1.21], [-0.43, -0.03, 2.10], [-0.06, -0.79, -0.24], [0.48, 0.40, -0.24], [0.06, -0.13, 0.88], [-0.12, 0.24, -0.54], [-0.15, -0.13, -0.53], [0.09, -0.09, 0.31], [-0.66, -0.50, -0.40], [1.75, -0.24, -0.86], [-0.05, 0.29, 0.40], [-0.04, 0.19, 0.06], [0.04, -0.04, -0.24], [0.10, 0.03, -0.02], [-0.25, 0.38, 0.32], [-0.82, -0.10, 0.80], [0.00, 0.02, -0.09], [-0.41, 1.41, -0.32], [0.65, -0.36, 0.45], [0.79, 0.11, 0.15], [-0.07, -0.33, -0.08], [0.04, 0.01, -0.27], [-0.05, 0.03, 0.10], [-0.53, -0.43, -0.27], [-0.40, -0.42, 0.27], [0.00, 0.01, -0.02], [0.32, 1.28, -0.10], [-1.02, 0.34, -0.15], [1.12, -1.07, 0.34], [0.12, -0.21, -0.32], [-0.07, 0.20, -0.04], [0.09, -0.07, 0.04], [-0.15, -0.55, 0.64], [-0.43, -0.01, -0.34], [-0.03, 0.07, -0.09], [-0.59, -0.47, -0.93], [-0.96, -0.49, 0.32], [1.05, 1.08, 0.70], [0.54, -0.37, -0.16], [-0.08, -0.28, 0.74], [-0.17, 0.03, -0.36], [0.32, 0.54, -0.23], [-0.27, -0.46, -0.06], [0.16, 0.41, -0.01]], "charge": 0, "multiplicity": 1, "relative_energy_ev": 3.1757, "fmax_ev_per_a": 2.84, "e_lumo_ev": 0.031}



[2]
{"formula": "C25H70O10", "method": "ωB97M-V with the def2-TZVPD basis set", "symbols": ["C", "C", "O", "H", "H", "H", "H", "H", "H", "C", "C", "O", "H", "H", "H", "H", "H", "H", "C", "C", "O", "H", "H", "H", "H", "H", "H", "C", "C", "O", "H", "H", "H", "H", "H", "H", "C", "C", "O", "H", "H", "H", "H", "H", "H", "C", "C", "C", "O", "H", "H", "H", "H", "H", "H", "H", "H", "C", "C", "C", "O", "H", "H", "H", "H", "H", "H", "H", "H", "C", "C", "C", "O", "H", "H", "H", "H", "H", "H", "H", "H", "C", "C", "C", "O", "H", "H", "H", "H", "H", "H", "H", "H", "C", "C", "C", "O", "H", "H", "H", "H", "H", "H", "H", "H"], "coordinates": [[4.641009, 1.020568, 4.630098], [3.799649, 0.119208, 3.738268], [3.231619, 0.873568, 2.617578], [5.425029, 1.357828, 3.952108], [4.968269, 0.415668, 5.475728], [4.092869, 1.906758, 4.949948], [2.977389, -0.359392, 4.270178], [4.449819, -0.651602, 3.324448], [2.299499, 0.716108, 2.450378], [-3.757541, -2.103862, -2.634682], [-4.898791, -2.070692, -1.599912], [-4.825091, -0.845212, -0.919422], [-3.715821, -1.181882, -3.214612], [-3.877391, -2.924772, -3.341682], [-2.753291, -2.252752, -2.237912], [-4.754851, -2.811752, -0.813652], [-5.898151, -2.122512, -2.031992], [-4.213151, -0.947882, -0.186902], [3.832439, -2.411482, 0.905678], [2.875059, -3.628402, 0.713178], [1.557389, -3.147672, 0.416968], [3.589619, -1.574562, 0.250928], [4.885719, -2.684712, 0.842108], [3.697659, -2.110372, 1.944558], [2.969969, -4.285692, 1.577508], [2.973669, -4.272472, -0.160632], [1.208609, -3.431622, -0.431162], [-2.735361, 2.288738, -0.563692], [-3.262241, 3.742428, -0.723552], [-2.977401, 4.422608, -1.914502], [-2.949881, 1.702218, -1.457032], [-3.243531, 1.867948, 0.303958], [-1.654811, 2.145578, -0.567552], [-2.951431, 4.348118, 0.127708], [-4.341181, 3.876468, -0.646002], [-2.032381, 4.591018, -1.928152], [-0.079081, -0.607392, -0.794462], [0.394109, 0.102948, 0.469048], [1.128789, -0.694572, 1.492098], [-0.596431, 0.113178, -1.427892], [-0.654031, -1.510872, -0.591352], [0.754029, -0.991472, -1.383102], [-0.396381, 0.663658, 0.967888], [1.017059, 0.926428, 0.119888], [1.400489, -1.525572, 1.095578], [-1.072181, 1.380748, -4.370792], [0.303339, 0.925088, -4.791022], [0.168019, -0.207812, -5.835532], [0.960319, 2.120788, -5.291642], [-1.669381, 1.718788, -5.217652], [-1.110071, 2.175178, -3.625452], [-1.620851, 0.590498, -3.858372], [0.850639, 0.560418, -3.921792], [0.028029, 0.244108, -6.817502], [-0.704721, -0.853502, -5.737962], [1.083499, -0.795712, -5.901542], [1.878419, 1.843438, -5.333682], [1.568649, 4.037448, -1.111992], [0.417179, 5.002698, -0.721022], [0.856729, 6.101638, 0.190018], [-0.290431, 5.353748, -1.913222], [1.240889, 3.292678, -1.837242], [1.767419, 3.474028, -0.200322], [2.506749, 4.527418, -1.372772], [-0.398081, 4.468828, -0.232732], [0.025189, 6.636238, 0.649188], [1.386839, 6.889878, -0.344562], [1.532959, 5.657438, 0.920428], [0.276759, 5.254078, -2.681302], [-0.176861, -3.801522, -3.752992], [0.582329, -5.025552, -3.332042], [0.961829, -5.893882, -4.458522], [1.614689, -4.477822, -2.471272], [0.462979, -3.172582, -4.371982], [-0.650611, -3.250402, -2.940632], [-1.006491, -4.128962, -4.379562], [-0.182681, -5.592802, -2.801862], [1.800369, -5.482912, -5.020722], [0.254469, -6.188682, -5.233652], [1.207039, -6.915912, -4.169702], [2.144889, -3.810422, -2.912932], [0.546169, -2.858022, 4.353108], [-0.805541, -2.331992, 4.309088], [-1.137161, -1.482362, 5.514348], [-1.112421, -1.500692, 3.185538], [0.647759, -3.450082, 5.262638], [1.283839, -2.061472, 4.450338], [0.652359, -3.520842, 3.494338], [-1.566821, -3.110172, 4.363858], [-2.198121, -1.259072, 5.626718], [-0.731191, -0.471112, 5.488428], [-0.733321, -1.909622, 6.432198], [-0.284301, -1.487312, 2.700108], [-1.986281, 2.904938, 2.714228], [-1.346171, 1.824838, 3.624238], [0.167309, 2.067828, 3.882758], [-2.041941, 2.038318, 4.843488], [-2.855841, 2.355558, 2.353458], [-1.334811, 3.192628, 1.889048], [-2.218211, 3.864528, 3.176268], [-1.618551, 0.816148, 3.313678], [0.622919, 1.430638, 4.640728], [0.440769, 3.117598, 3.989048], [0.815679, 1.769248, 3.059008], [-1.805531, 1.351958, 5.471678]], "forces_ev_per_a": [[-0.65, -0.20, -1.02], [-1.08, 0.66, -0.82], [1.10, 0.35, 0.74], [0.48, 0.07, 0.60], [0.41, 0.33, -0.03], [-0.09, -0.15, 0.18], [-0.02, -0.14, 0.20], [-0.08, -0.12, -0.01], [0.20, -0.88, 0.16], [-0.38, -0.61, -0.51], [1.32, 0.13, 0.03], [-0.23, 1.28, 0.64], [-0.28, 0.07, 0.07], [-0.19, -0.08, -0.12], [-0.10, 0.10, 0.59], [-0.30, -0.77, -0.50], [0.20, -0.23, -0.15], [0.00, 0.12, -0.04], [-0.55, -1.13, 0.35], [0.41, 0.20, -1.87], [-0.90, 0.89, 1.80], [0.13, -0.15, -0.05], [-0.06, -0.10, -0.32], [-0.09, 0.38, -0.06], [-0.70, 0.13, 0.24], [1.50, -0.03, 0.03], [0.46, -0.47, -0.29], [-0.73, 0.53, -1.15], [-0.20, 0.33, 0.38], [0.26, -0.56, -0.20], [-0.82, -0.06, 0.01], [0.30, -0.33, -0.08], [0.29, 0.67, 0.78], [0.59, 0.08, 0.36], [-0.24, -1.06, 0.04], [0.47, 0.39, -0.34], [0.47, -0.61, 0.44], [0.83, 0.05, 0.25], [-1.86, 1.66, -0.53], [-0.30, -0.17, 0.10], [-0.55, 0.27, 0.09], [0.33, 0.25, 0.05], [-0.45, -0.57, 0.28], [0.66, -0.09, 0.14], [0.18, -0.80, -0.65], [-0.74, 0.02, 0.70], [-1.06, 0.37, -0.26], [0.51, 0.73, -0.50], [0.05, -1.35, 0.29], [0.09, -0.08, -0.10], [0.54, 0.35, -0.14], [-0.04, -0.43, -0.30], [0.14, -0.04, 0.16], [0.09, 0.22, -0.06], [0.13, -0.04, 0.61], [-0.05, -0.19, 0.05], [0.35, 0.44, -0.32], [-0.75, -0.08, 1.45], [-0.19, -1.50, -1.26], [0.18, 0.95, -0.37], [-0.03, 0.94, -0.21], [0.07, 0.26, -0.28], [0.36, -0.18, 0.10], [-0.21, 0.14, -0.31], [0.37, -0.58, 0.65], [-0.08, -0.34, 0.24], [0.34, -0.16, -0.15], [-0.12, 0.24, 0.26], [0.12, 0.14, -0.08], [-0.96, -0.02, -1.29], [-1.68, 1.84, 0.61], [1.75, -1.46, -1.42], [0.01, -1.69, 0.80], [-0.06, 0.35, 0.04], [0.46, 0.04, 0.19], [-0.12, 0.16, -0.27], [0.69, -0.10, 1.20], [0.24, -0.02, 0.02], [-0.89, 1.03, 0.25], [0.70, 0.14, 0.62], [-0.17, -0.08, -0.56], [0.95, -0.86, 0.01], [-2.08, 1.58, 0.74], [-0.42, 1.26, 1.33], [-0.30, -0.73, 0.51], [0.00, -0.19, -0.09], [0.18, -0.03, -0.49], [0.74, 0.11, -0.06], [-0.11, -0.36, -0.47], [-0.21, -0.63, 0.02], [0.76, -0.04, -0.46], [-0.29, -0.27, -0.01], [0.88, 0.70, -1.28], [0.74, -1.25, -0.48], [-0.39, 3.84, 0.98], [1.23, -0.90, -0.57], [0.24, -0.35, -0.50], [-0.33, 0.86, -0.35], [-0.03, -0.50, -0.24], [-0.22, -0.46, 0.60], [0.55, -1.20, -0.30], [-0.50, 0.26, 0.65], [-0.62, 0.02, 0.54], [-0.71, -0.12, -0.75], [0.15, -0.42, 0.54]], "charge": 1, "s_squared": 0.76, "multiplicity": 2, "relative_energy_ev": 1.0526, "fmax_ev_per_a": 3.98, "e_lumo_ev": [-2.225, -9.184]}